# 1
The following is a quantum chemistry calculation of a molecular structure, C21H47CrNO2SSi2 in a non-equilibrium geometry, from the OMol25 dataset.

Properties
- Expectation value of S²: 6.035
- Frontier orbital gap (spin up / spin down): 5.75 / 6.81 eV
- Energy relative to the best compared isomer or geometry (same formula, charge and spin): 30.3 kcal per mole
- E_HOMO (spin up / spin down): -5.7 / -6.7 eV
- Energy: -3055.13268 Eh

```
! RIJCOSX wB97M-V def2-TZVPD def2/J DEFGRID3
* xyz 0 5
O 2.09967 0.51537 -0.63896
O 1.63032 -1.21903 -2.61856
C 2.55497 1.88241 -1.22337
C 2.79348 2.78315 -0.04620
H 1.72485 2.20964 -1.86170
H 3.45182 1.65684 -1.80783
H 1.94480 2.73970 0.65384
H 2.91920 3.82232 -0.35959
H 3.69639 2.46975 0.47392
C 3.23763 -0.30974 0.02682
C 4.48611 -0.47668 -0.80876
H 2.74997 -1.25366 0.29639
H 3.45043 0.28348 0.91072
H 4.28939 -1.09534 -1.69028
H 5.22876 -0.98580 -0.18364
H 4.97231 0.46650 -1.09928
C 1.16016 -2.55044 -2.28614
C 1.43592 -0.79093 -3.97982
C 2.33369 -3.48981 -2.09012
H 0.48317 -2.91567 -3.07358
H 0.59847 -2.44785 -1.34403
H 2.90586 -3.60805 -3.02238
H 1.95540 -4.47294 -1.79476
H 3.00941 -3.12433 -1.30561
C 2.53699 -1.30835 -4.89356
H 1.44535 0.30985 -3.95357
H 0.44683 -1.11805 -4.33361
H 3.53111 -1.07427 -4.49158
H 2.43447 -0.83017 -5.87110
H 2.46559 -2.39761 -5.03457
H 1.51222 0.00021 -1.29668
Cr -1.54382 0.27924 1.05848
C -0.75145 0.65213 -0.88186
Si -2.35517 0.86428 -1.86060
H -0.18992 1.60316 -0.81566
H -0.10211 -0.16699 -1.23061
C -1.98831 1.96396 -3.34924
C -3.83587 1.62543 -0.97396
C -2.89026 -0.82200 -2.49421
C 0.05663 0.95786 2.21184
Si 0.32753 -0.55008 3.28415
H -0.16858 1.88903 2.76444
H 0.91393 1.17102 1.54125
C 2.13889 -0.54034 3.80627
C -0.02962 -2.12244 2.31186
C -0.73629 -0.54069 4.82632
H -2.00882 -1.44756 -2.68861
H -3.44837 -0.72951 -3.43520
H -3.53397 -1.34334 -1.77060
H -1.62065 2.94752 -3.02298
H -2.87725 2.12684 -3.97376
H -1.21325 1.50311 -3.97766
H -3.55741 2.40894 -0.26415
H -4.43711 0.88079 -0.42348
H -4.50874 2.08574 -1.71045
H 0.88098 -2.73599 2.30530
H -0.33126 -1.96016 1.25788
H -0.83134 -2.69900 2.78433
H -0.51256 -1.40920 5.45942
H -1.81218 -0.54637 4.60489
H -0.52837 0.36255 5.42228
H 2.30429 -1.20081 4.67203
H 2.42905 0.47680 4.10272
H 2.80416 -0.85691 2.99406
S -3.28951 -1.29271 1.47078
C -3.76913 -0.00359 2.47911
C -4.81107 0.02391 3.40811
C -5.04212 1.17903 4.14157
C -4.24797 2.30703 3.89731
C -3.21287 2.23871 2.95834
N -2.93850 1.08897 2.28217
H -5.39627 -0.89047 3.51919
H -5.83609 1.21164 4.89735
H -4.39986 3.24405 4.42495
H -2.58412 3.09591 2.73420
*
```


# 2
The following is a quantum chemistry calculation of 6 unconnected molecules or ions with the total composition C21H47FNO15S5 in a non-equilibrium geometry, from the OMol25 dataset.

Properties
- Frontier orbital gap: 7.15 eV
- E_HOMO: -12.2 eV
- Energy: -4101.86920 Eh

```
! RIJCOSX wB97M-V def2-TZVPD def2/J DEFGRID3
* xyz 1 1
C 2.80884 -0.59856 0.00779
C 1.17133 -0.58849 -0.03229
C 0.32569 0.77270 -0.38614
C -1.31748 0.67153 -0.44853
C -1.97468 -0.81485 -0.14096
N -1.12773 -2.02525 0.19577
F -1.75042 -3.21719 0.41598
C 0.38560 -2.00595 0.27832
H 3.23043 -1.48770 -0.65833
H 3.25051 -0.75982 1.08113
H 3.25128 0.38932 -0.49530
H 0.85701 1.79800 -0.61422
H -1.99536 1.58372 -0.72996
H -3.13675 -0.92652 -0.20335
H 0.99368 -2.96897 0.55208
O -2.50832 4.11972 -0.47695
S -2.18601 5.51756 -0.66951
O -1.13181 6.17290 0.07516
O -3.54834 6.40011 -0.53438
C -4.34500 6.25028 0.63189
C -3.75610 7.01100 1.80492
C -1.91011 5.80083 -2.40053
H -4.48498 5.19206 0.87602
H -5.33301 6.66121 0.39937
H -2.81202 6.56294 2.12891
H -4.44394 7.00330 2.65525
H -3.54320 8.04835 1.52783
H -2.73557 5.36473 -2.96577
H -0.97043 5.31801 -2.67681
H -1.84236 6.87581 -2.57659
O -2.17105 1.30807 -5.30732
S -2.88755 0.15752 -5.81504
O -4.27390 0.23455 -6.22424
O -2.71945 -1.07776 -4.76674
C -3.05978 -0.86676 -3.40404
C -4.56162 -0.91642 -3.19541
C -1.94843 -0.55176 -7.14462
H -2.63989 0.07597 -3.03802
H -2.59235 -1.67297 -2.82904
H -5.05275 -0.06467 -3.67533
H -4.80491 -0.89097 -2.12939
H -4.98534 -1.82430 -3.63633
H -0.91334 -0.67287 -6.82059
H -1.99730 0.13118 -7.99529
H -2.38754 -1.51399 -7.41378
O 3.03100 -2.86174 2.84799
S 3.22880 -4.02783 3.68227
O 2.75796 -4.08318 5.04997
O 4.80450 -4.43954 3.65446
C 5.77309 -3.45207 3.97702
C 5.87155 -3.24355 5.47647
C 2.61315 -5.45186 2.81861
H 5.55904 -2.51120 3.45938
H 6.73625 -3.81441 3.60270
H 4.95829 -2.78730 5.86992
H 6.71089 -2.58637 5.72112
H 6.00421 -4.19907 5.99376
H 3.01630 -5.45147 1.80444
H 1.52364 -5.38459 2.78876
H 2.91617 -6.35098 3.35798
O -9.58571 -2.07782 -6.57632
S -8.45244 -1.45387 -5.92723
O -7.91917 -1.94352 -4.67375
O -8.73443 0.14423 -5.78704
C -9.93672 0.57241 -5.16377
C -9.84140 0.47396 -3.65290
C -7.12190 -1.34156 -7.09763
H -10.79569 0.00977 -5.54407
H -10.08720 1.62002 -5.44474
H -9.79054 -0.57021 -3.33022
H -10.71444 0.93242 -3.17975
H -8.93636 0.96957 -3.28755
H -7.50322 -0.91237 -8.02578
H -6.74436 -2.35012 -7.27851
H -6.33159 -0.71808 -6.67591
O 8.62018 -1.50878 5.80795
S 9.32336 -0.97375 6.95434
O 8.87276 0.21519 7.64624
O 10.89719 -0.79353 6.57527
C 11.23818 -0.04787 5.41552
C 11.14642 1.44466 5.67134
C 9.53078 -2.27266 8.14707
H 10.61569 -0.34297 4.56439
H 12.27243 -0.30415 5.16307
H 10.10846 1.75260 5.82896
H 11.54118 2.00769 4.82081
H 11.70534 1.71970 6.57142
H 9.93185 -3.15390 7.64345
H 8.55183 -2.49864 8.57489
H 10.20904 -1.92889 8.92998
*
```


# 3
The following is a quantum chemistry calculation of a molecular structure, C21H47HfN2O2P2 in a non-equilibrium geometry, from the OMol25 dataset.

Properties
- Frontier orbital gap: 7.48 eV
- E_HOMO: -18.6 eV
- Energy: -1818.12409 Eh

```
! RIJCOSX wB97M-V def2-TZVPD def2/J DEFGRID3
* xyz 3 1
Hf -0.02601 -0.03278 0.43345
P 0.20748 -2.50764 -0.27873
P 0.20644 2.50517 0.03379
N 1.83572 0.05147 -0.91619
C 1.84003 -2.45881 -1.07163
H 2.41504 -3.25871 -0.60003
H 1.60349 -2.75936 -2.10064
C 2.68387 -1.19965 -1.08408
H 3.52547 -1.16906 -0.37836
H 3.15258 -1.08821 -2.06222
C 2.68416 1.31142 -0.93102
H 3.14769 1.31791 -1.91576
H 3.52553 1.19165 -0.23755
C 1.84054 2.55645 -0.76505
H 1.59907 2.98060 -1.74821
H 2.41467 3.29227 -0.19903
C 0.37839 3.52601 1.59900
C -0.81721 3.33050 2.54327
H -0.52469 3.70730 3.53364
H -1.13969 2.28176 2.67283
H -1.68661 3.92115 2.22028
C -0.95459 3.37613 -1.09524
C -2.36413 3.54160 -0.49457
H -3.07473 3.93815 -1.23964
H -2.38109 4.24980 0.34280
H -2.80215 2.60176 -0.14384
C -0.95224 -3.22641 -1.50860
C -2.36471 -3.46270 -0.93412
H -3.07550 -3.76139 -1.72454
H -2.80187 -2.57196 -0.46872
H -2.38405 -4.27158 -0.19240
C 0.37416 -3.71282 1.15089
C -0.82768 -3.63783 2.10527
H -0.53371 -4.12287 3.04738
H -1.68831 -4.19825 1.71172
H -1.16213 -2.61333 2.35214
C -2.03295 -0.00632 -0.00012
C -0.48055 4.70894 -1.65095
H -0.42578 5.47847 -0.88123
H 0.49220 4.62673 -2.12125
H -1.17602 5.07283 -2.42068
C -0.48020 -4.48181 -2.22305
H -1.17572 -4.74707 -3.03171
H 0.49231 -4.34188 -2.67997
H -0.42721 -5.34002 -1.55368
C 0.72626 -5.13706 0.73445
H 1.10342 -5.62947 1.63978
H -0.17199 -5.68310 0.40984
H 1.50690 -5.17398 -0.03365
C 0.72717 4.99231 1.36399
H -0.17323 5.57201 1.11053
H 1.10587 5.36914 2.32314
H 1.50612 5.12597 0.60482
H 1.24563 3.01306 2.05276
H 1.23836 -3.25879 1.66941
H -1.07338 2.65888 -1.92324
H -1.07037 -2.41133 -2.24129
O -3.23028 0.00217 -0.09971
H 1.38848 0.11193 -1.80949
H -1.19154 0.04277 -1.00966
C 1.99105 -0.42754 5.72166
N 1.80516 -0.32327 4.25363
C 3.02013 -0.29805 3.44370
C 0.63035 -0.25623 3.64861
C -0.54729 -0.28883 4.53763
O 0.44811 -0.16736 2.34542
H 3.06864 -0.46410 5.90184
H 1.54134 -1.34103 6.10789
H 1.58248 0.44391 6.23087
H 3.02235 -1.17623 2.76124
H 3.07018 0.66243 2.88702
H 3.89634 -0.36600 4.10945
H -1.43317 -0.23728 3.92866
H -0.63497 -1.20846 5.13343
H -0.60454 0.56141 5.23193
*
```


Molecular weight per entry: 485.85 732.93 600.06 g/mol